Record 1
ORCA calculation (ωB97M-V with the def2-TZVPD basis set) on a structure of composition C15H25CuN2O6S at a distorted geometry.

Summary:
Molecular weight in g/mol: 424.99
Total charge: 0
LUMO energy in eV: 0.08
Energy above the lowest of the compared OMol25 structures with the same formula, charge and spin in kJ/mol: 148.0

Last column: Löwdin charge in e.
Positions of all 50 atoms, in Å:
Cu  -0.757  0.722  -0.156  0.439
S  0.595  3.061  -0.012  0.983
O  0.788  -0.776  8.155  -0.047
O  -2.397  -1.804  2.017  0.109
O  1.017  -0.212  1.099  -0.056
O  1.143  -3.764  5.036  0.079
O  -0.515  2.405  -0.793  -0.567
O  -1.474  -0.916  0.200  -0.072
N  1.650  -2.287  6.624  0.099
N  -0.962  0.003  2.272  0.004
C  0.144  4.846  -0.214  -0.361
C  -1.103  5.109  0.608  -0.138
C  -1.448  0.117  4.673  -0.054
C  1.096  1.038  3.097  0.017
C  -0.489  -0.799  5.220  -0.027
C  -1.689  0.397  3.383  -0.097
C  -1.700  -1.021  1.433  -0.658
C  1.818  -1.005  7.213  -0.276
C  3.322  2.959  -0.377  -0.137
C  2.349  -1.806  2.989  -0.026
C  0.469  -1.526  4.610  -0.111
C  1.102  -2.610  5.412  -0.459
C  0.471  -0.190  2.422  -0.487
C  2.033  3.030  -1.175  -0.350
C  0.849  -1.509  3.148  -0.205
H  -2.122  0.561  5.392  0.103
H  0.991  5.433  0.134  0.091
H  -1.456  6.128  0.460  0.080
H  -0.033  5.023  -1.273  0.096
H  2.946  -1.143  3.613  0.089
H  2.000  3.904  -1.824  0.088
H  2.794  -0.965  7.727  0.129
H  1.877  -3.085  7.200  0.152
H  -0.627  -0.974  6.280  0.107
H  1.107  0.910  4.173  0.076
H  1.790  -0.250  6.412  0.120
H  -1.890  4.421  0.302  0.075
H  3.330  2.066  0.242  0.069
H  0.533  1.931  2.846  0.071
H  -0.901  4.959  1.666  0.076
H  2.114  1.146  2.737  0.087
H  0.284  -2.306  2.648  0.162
H  2.545  -2.835  3.276  0.080
H  1.893  2.130  -1.770  0.095
H  4.179  2.917  -1.046  0.080
H  0.997  0.008  8.674  0.089
H  2.662  -1.675  1.955  0.079
H  0.801  -1.077  0.718  0.107
H  -2.575  0.959  3.109  0.128
H  3.434  3.828  0.267  0.072

---

Record 2
ORCA calculation (ωB97M-V with the def2-TZVPD basis set) on the molecule C4H4N2S2 at a distorted geometry.

Summary:
SMILES: NC1=CC(=S)C(=S)N1
Molecular weight in g/mol: 144.22
Total charge: 0
LUMO energy in eV: -1.34
Energy above the lowest of the compared OMol25 structures with the same formula, charge and spin in kJ/mol: 73.6

Last column: Löwdin charge in e.
Positions of all 12 atoms, in Å:
S  1.940  -2.622  0.115  0.695
S  -0.674  -1.918  2.507  0.679
N  -0.695  1.738  -0.908  0.137
N  -0.557  0.188  0.878  0.029
C  0.865  -1.387  0.121  -0.797
C  -0.127  0.566  -0.429  -0.311
C  -0.115  -1.031  1.239  -0.843
C  0.835  -0.330  -0.872  -0.086
H  1.393  -0.300  -1.842  0.122
H  -1.027  2.440  -0.248  0.108
H  -0.426  2.060  -1.836  0.112
H  -1.412  0.596  1.275  0.155

---

Record 3
ORCA calculation (ωB97M-V with the def2-TZVPD basis set) on a cluster of 2 separate species, C2H9N2O in total at a distorted geometry.

Summary:
Molecular weight in g/mol: 77.11
Total charge: +1
LUMO energy in eV: -3.36
Energy above the lowest of the compared OMol25 structures with the same formula, charge and spin in kJ/mol: 298.3

Last column: Löwdin charge in e.
Positions of all 14 atoms, in Å:
O  0.440  -0.142  -2.218  -0.063
N  0.249  1.603  -0.052  0.156
N  -0.292  -1.710  1.248  0.056
C  0.086  0.457  0.755  -0.168
C  -0.855  -0.580  0.815  -0.150
H  0.461  -1.063  -2.127  0.018
H  0.693  -1.719  1.491  0.102
H  0.942  0.335  1.484  0.131
H  0.358  1.426  -1.031  0.104
H  -0.470  2.238  0.110  0.138
H  -0.164  0.029  -3.053  0.142
H  1.149  2.173  0.167  0.231
H  -1.899  -0.444  0.665  0.121
H  -0.698  -2.602  1.748  0.181

---

Record 4
ORCA calculation (ωB97M-V with the def2-TZVPD basis set) on the molecule C4H11NO.

Summary:
SMILES: CC(C)(N)CO
Molecular weight in g/mol: 89.14
Total charge: 0
LUMO energy in eV: 0.81
Energy above the lowest of the compared OMol25 structures with the same formula, charge and spin in kJ/mol: 56.6

Last column: Löwdin charge in e.
Positions of all 17 atoms, in Å:
O  -0.711  -2.154  -0.330  -0.076
N  1.117  -0.418  1.115  0.057
C  -0.380  1.469  0.756  -0.058
C  -1.109  -0.871  0.159  -0.207
C  0.703  0.301  -1.185  -0.061
C  0.086  0.115  0.209  -0.627
H  -1.531  -1.019  1.160  0.127
H  -0.812  1.368  1.758  0.083
H  -1.147  1.909  0.108  0.081
H  1.128  -0.632  -1.572  0.077
H  -0.598  -2.075  -1.292  0.086
H  2.012  0.036  0.947  0.074
H  0.449  2.183  0.821  0.081
H  1.510  1.044  -1.169  0.082
H  -1.911  -0.492  -0.485  0.123
H  1.245  -1.411  0.903  0.075
H  -0.050  0.647  -1.902  0.083

---

Record 5
ORCA calculation (ωB97M-V with the def2-TZVPD basis set) on the molecule C5H9NO7 at a distorted geometry.

Summary:
SMILES: CC(=O)OC[C@@H](C)OOO[N+](=O)[O-]
Molecular weight in g/mol: 195.13
Total charge: 0
LUMO energy in eV: -1.67
Energy above the lowest of the compared OMol25 structures with the same formula, charge and spin in kJ/mol: 779.1

Last column: Löwdin charge in e.
Positions of all 22 atoms, in Å:
O  0.117  -0.802  -0.417  -0.054
O  2.500  -2.871  -2.863  0.134
O  0.219  -2.108  -0.977  0.006
O  0.410  1.303  0.659  -0.038
O  -0.408  3.400  0.802  0.087
O  0.902  -4.348  -2.686  0.122
O  0.388  -2.246  -2.519  0.053
N  1.346  -3.209  -2.688  -0.421
C  -0.875  -0.738  0.704  -0.289
C  0.560  2.664  0.727  -0.499
C  -2.263  -1.318  0.465  -0.033
C  -0.923  0.790  0.941  -0.100
C  2.008  3.088  0.677  0.023
H  -1.144  1.054  2.002  0.153
H  2.630  2.236  0.371  0.090
H  -2.733  -0.773  -0.371  0.098
H  -2.883  -1.246  1.383  0.101
H  2.094  3.933  -0.022  0.095
H  -1.625  1.288  0.235  0.142
H  -2.192  -2.389  0.270  0.080
H  -0.411  -1.154  1.623  0.154
H  2.283  3.446  1.682  0.097

---

Record 6
ORCA calculation (ωB97M-V with the def2-TZVPD basis set) on the ion C6H9N2 with charge +1 at a distorted geometry.

Summary:
SMILES: N[C@H]1C=CC#C[C@@H]1[NH3+]
Molecular weight in g/mol: 109.15
Total charge: +1
LUMO energy in eV: -3.92
Energy above the lowest of the compared OMol25 structures with the same formula, charge and spin in kJ/mol: 600.3

Last column: Löwdin charge in e.
Positions of all 17 atoms, in Å:
N  -1.493  -1.525  -0.609  0.233
N  -0.254  1.482  1.246  0.079
C  -0.595  -0.916  0.467  -0.178
C  -0.133  0.687  0.046  -0.280
C  0.700  -1.507  0.465  0.020
C  1.824  -1.142  0.112  0.067
C  2.206  0.125  -0.517  -0.063
C  1.190  0.957  -0.572  -0.068
H  -0.921  0.928  -0.575  0.108
H  -0.915  2.235  1.254  0.088
H  3.134  0.653  -0.775  0.123
H  -2.419  -1.204  -0.408  0.158
H  -1.196  -1.043  -1.460  0.171
H  -1.470  -2.551  -0.655  0.186
H  0.487  1.908  1.764  0.097
H  -1.191  -1.011  1.294  0.115
H  1.047  1.922  -1.076  0.144

---

Record 7
ORCA calculation (ωB97M-V with the def2-TZVPD basis set) on a cluster of 3 separate species, C5H7NO in total.

Summary:
SMILES: C1=CC1.C#N.C=O
Molecular weight in g/mol: 97.12
Total charge: 0
LUMO energy in eV: 0.48
Energy above the lowest of the compared OMol25 structures with the same formula, charge and spin in kJ/mol: 442.8

Last column: Löwdin charge in e.
Positions of all 14 atoms, in Å:
O  1.095  1.121  1.230  -0.061
N  2.085  -2.477  -0.090  0.057
C  -1.520  0.476  -0.765  -0.087
C  1.966  -1.513  0.530  -0.089
C  -1.574  -0.453  0.404  -0.147
C  0.917  1.580  0.123  -0.146
C  -0.827  -0.610  -0.880  -0.084
H  1.420  1.178  -0.771  0.093
H  1.852  -0.624  1.129  0.029
H  -0.261  -1.259  -1.522  0.094
H  -1.044  -0.194  1.320  0.067
H  0.330  2.501  -0.025  0.094
H  -2.467  -1.055  0.554  0.081
H  -1.974  1.329  -1.236  0.099

---

Record 8
ORCA calculation (ωB97M-V with the def2-TZVPD basis set) on a structure of composition C24H33CaMnN5O15 at a distorted geometry.

Summary:
Molecular weight in g/mol: 726.56
Total charge: +1
LUMO energy (spin up / spin down) in eV: -4.06 / -4.83
Expectation value of S²: 12.002
Multiplicity: 7

Last column: Mulliken spin population.
Positions of all 79 atoms, in Å:
Mn  5.321  6.382  -11.381  6.312
Ca  3.581  7.657  -14.560  0.038
O  3.056  10.235  -13.094  0.004
O  9.750  3.852  -14.002  -0.001
O  11.004  2.043  -13.548  0.000
O  4.896  4.738  -12.804  -0.103
O  5.280  10.674  -13.170  0.007
O  4.425  7.306  -16.707  -0.011
O  4.143  5.405  -14.570  -0.013
O  3.992  11.845  -11.893  -0.001
O  7.917  8.580  -13.807  0.041
O  6.368  6.342  -17.592  0.000
O  8.796  2.058  -13.244  0.000
O  5.911  8.208  -14.388  -0.085
O  6.822  7.010  -12.850  -0.355
O  5.335  7.843  -18.797  0.000
O  4.771  3.365  -14.371  0.003
N  6.915  7.921  -13.685  0.087
N  9.221  9.521  -11.236  0.002
N  9.305  8.633  -16.364  -0.001
N  13.203  6.780  -12.882  0.000
N  4.705  4.510  -13.981  0.050
C  9.696  8.926  -18.555  0.000
C  7.156  6.370  -18.742  0.000
C  11.102  6.203  -12.439  0.001
C  9.472  9.052  -9.040  0.006
C  8.559  9.679  -16.845  0.001
C  9.957  2.627  -13.595  0.000
C  7.295  4.986  -19.233  0.000
C  8.363  4.126  -14.138  -0.004
C  8.827  9.908  -18.195  0.000
C  9.304  8.491  -10.275  0.005
C  8.096  4.499  -15.624  0.000
C  5.343  12.311  -11.637  0.000
C  12.424  7.718  -13.404  0.000
C  11.104  7.379  -13.075  0.001
C  9.180  10.739  -10.607  0.000
C  5.306  7.224  -17.561  -0.003
C  7.710  2.849  -13.609  0.000
C  12.429  5.782  -12.390  -0.001
C  6.215  11.366  -12.362  0.013
C  7.209  12.021  -13.323  -0.001
C  6.431  7.445  -19.530  0.000
C  10.075  8.155  -17.397  0.000
C  9.195  10.406  -9.268  -0.001
C  4.018  10.896  -12.785  -0.004
H  6.751  12.604  -14.122  0.000
H  12.814  8.560  -13.958  0.000
H  8.527  5.464  -15.894  -0.001
H  8.468  3.766  -16.340  0.000
H  6.087  7.144  -20.519  0.000
H  10.124  8.840  -19.543  0.000
H  9.366  7.453  -10.567  0.001
H  8.205  4.954  -13.447  0.014
H  7.085  8.294  -19.728  0.000
H  10.208  5.778  -12.005  -0.001
H  5.469  13.321  -12.029  0.000
H  8.913  9.398  -12.190  -0.003
H  6.783  10.735  -11.678  -0.003
H  7.017  4.458  -15.773  0.000
H  12.926  4.897  -12.019  0.000
H  10.764  7.345  -17.207  0.000
H  7.963  4.959  -20.094  0.000
H  7.008  3.171  -12.841  0.006
H  7.724  4.325  -18.479  0.000
H  7.881  11.345  -13.851  0.001
H  14.208  6.779  -12.986  0.000
H  9.207  8.202  -15.456  -0.001
H  9.292  11.171  -8.512  0.000
H  7.905  12.559  -12.679  -0.001
H  10.332  8.121  -13.219  -0.002
H  6.281  4.687  -19.501  0.000
H  5.609  12.351  -10.581  0.000
H  8.127  6.766  -18.443  0.000
H  9.088  11.634  -11.205  0.001
H  9.610  8.601  -8.068  0.000
H  8.373  10.590  -18.900  0.000
H  7.808  10.194  -16.264  0.000
H  7.326  2.295  -14.466  0.000